# 1
CH3ClINO | the ωB97M-V functional and the def2-TZVPD basis

Last column: natural (NBO) charge in e.
Cartesian coordinates (Å):
C 0.138 0.068 -0.113  -0.2742
N 2.032 1.253 0.351  -0.1012
O 1.046 1.068 -0.532  -0.3339
Cl 2.854 2.669 -0.039  0.1783
I 3.873 -0.660 -0.006  -0.0862
H -0.249 0.292 0.882  0.1980
H 0.635 -0.907 -0.097  0.2067
H -0.660 0.076 -0.851  0.2125

Computed properties:
**LUMO (alpha / beta)**: -2.12 / -1.08 eV
**Spin multiplicity**: 1
**Total charge**: 0
**HOMO (alpha / beta)**: -9.37 / -9.62 eV
**Orbital gap (alpha / beta)**: 7.2 / 8.5 eV

=====

# 2
CH3ClN2 | the ωB97M-V functional and the def2-TZVPD basis

Last column: natural (NBO) charge in e.
Cartesian coordinates (Å):
C -1.775 -0.456 0.774  0.0892
N -1.061 -0.858 1.588  -0.3268
H -2.478 -0.214 0.031  0.2287
N 1.454 0.586 -0.125  -0.7812
Cl 0.179 1.853 0.026  0.0351
H 1.500 -0.081 0.625  0.3876
H 1.217 0.278 -1.036  0.3674

Computed properties:
**LUMO**: 0.49 eV
**Spin multiplicity**: 1
**Total charge**: 0
**SMILES**: C#N.NCl
**HOMO**: -9.78 eV
**Orbital gap**: 10.3 eV

=====

# 3
CH3ClN2 | the ωB97M-V functional and the def2-TZVPD basis

Last column: natural (NBO) charge in e.
Cartesian coordinates (Å):
N -0.904 -0.421 -0.844  -0.8041
C 0.151 0.036 0.161  0.2668
N 1.090 -0.411 1.047  -0.4711
Cl 2.081 0.824 1.865  0.0800
H -1.098 -1.355 -0.838  0.3839
H -1.374 0.217 -1.382  0.3986
H 0.055 1.111 -0.009  0.1458

Computed properties:
**LUMO**: 0.34 eV
**Spin multiplicity**: 1
**Total charge**: 0
**SMILES**: N/C=N/Cl
**HOMO**: -9.53 eV
**Orbital gap**: 9.9 eV

=====

# 4
CH3ClN2O2 | the ωB97M-V functional and the def2-TZVPD basis

Last column: natural (NBO) charge in e.
Cartesian coordinates (Å):
C -0.122 -0.040 -0.263  -0.4552
N -1.508 -0.252 0.275  -0.3517
Cl -2.284 -1.698 -0.098  0.1816
N -2.452 0.924 0.021  0.6310
O -1.895 1.993 -0.088  -0.3763
O -3.623 0.744 0.001  -0.3287
H 0.373 -1.112 -0.113  0.2373
H -0.161 0.145 -1.457  0.2102
H 0.464 0.770 0.300  0.2521

Computed properties:
**LUMO**: 0.32 eV
**Spin multiplicity**: 1
**Total charge**: 0
**SMILES**: CN(Cl)[N+](=O)[O-]
**HOMO**: -10.19 eV
**Orbital gap**: 10.5 eV